ORCA calculation (ωB97M-V/def2-TZVPD) on a structure of composition C29H30N3RuSSb in a non-equilibrium geometry.

Geometry (Å):
Ru (-0.1726, -0.8379, 0.4404)
C (1.9860, -3.6793, 0.7968)
C (0.5332, -3.9409, 0.5247)
C (0.0342, -5.2210, 0.6557)
C (-1.3261, -5.4568, 0.4363)
C (-2.1039, -4.4009, 0.0127)
C (-1.5643, -3.1217, -0.1187)
N (-0.2563, -2.9107, 0.1676)
Sb (-2.8326, -1.8874, -1.5809)
C (-3.3215, -0.5241, 0.1209)
C (-4.4852, 0.2225, 0.0145)
C (-4.8749, 1.0161, 1.0779)
C (-4.0563, 1.0565, 2.1962)
C (-2.8856, 0.3103, 2.2229)
C (-2.0002, 0.3495, 3.4228)
N (-2.5398, -0.4777, 1.1960)
C (-1.0935, -1.0424, -2.5039)
C (-1.1357, -0.7927, -3.8730)
C (0.0071, -0.3959, -4.5310)
C (1.1890, -0.2830, -3.7902)
C (1.1618, -0.5146, -2.4285)
C (2.3958, -0.3832, -1.5957)
N (0.0313, -0.8573, -1.7907)
H (2.6069, -4.0658, -0.0111)
H (2.2864, -4.1749, 1.7203)
H (2.1597, -2.6034, 0.8989)
H (0.7020, -6.0224, 0.9332)
H (-1.7448, -6.4435, 0.5670)
H (-3.1556, -4.5357, -0.2070)
H (-5.0812, 0.1564, -0.8852)
H (-5.7996, 1.5734, 1.0488)
H (-4.3175, 1.6696, 3.0440)
H (-2.1820, 1.2488, 4.0049)
H (-0.9558, 0.3166, 3.1077)
H (-2.1913, -0.5169, 4.0551)
H (-2.0743, -0.9149, -4.3967)
H (0.0031, -0.2119, -5.5950)
H (2.1119, -0.0017, -4.2725)
H (3.2877, -0.5253, -2.2019)
H (2.3768, -1.1160, -0.7813)
H (2.4374, 0.6124, -1.1526)
S (1.4616, -1.2427, 3.4348)
C (0.5857, -1.0292, 2.1508)
C (0.1946, 2.7162, -1.6894)
C (0.4069, 2.4484, -0.1777)
C (-0.3346, 3.5528, 0.6122)
C (-0.2493, 1.1415, 0.1394)
C (1.8677, 2.5678, 0.2144)
C (2.6703, 3.5723, -0.3162)
C (3.9665, 3.7481, 0.1334)
C (4.4826, 2.9259, 1.1200)
C (3.6923, 1.9248, 1.6572)
C (2.3966, 1.7553, 1.2079)
H (-0.8057, 2.3921, -1.9801)
H (0.9165, 2.1593, -2.2831)
H (0.2850, 3.7765, -1.9199)
H (-1.3671, 3.6281, 0.2785)
H (0.1554, 4.5105, 0.4641)
H (-0.3273, 3.3163, 1.6725)
H (-1.3416, 1.3317, 0.1231)
H (2.2840, 4.2388, -1.0718)
H (4.5701, 4.5485, -0.2708)
H (5.4911, 3.0729, 1.4783)
H (4.0722, 1.2904, 2.4446)
H (1.7668, 0.9815, 1.6283)

Spin multiplicity   5
Orbital gap (spin up / spin down)   4.60 / 7.46 eV
Total energy   -2020.44256 Ha
Relative energy (zero: lowest compared OMol25 entry of this formula, charge and spin)   245.3 kJ/mol
HOMO energy (spin up / spin down)   -4.3493 / -8.0348 eV



ORCA calculation (ωB97M-V/def2-TZVPD) on a structure of composition C29H31BBrN6O5Ru.

Geometry (Å):
Ru (-0.1742, 0.2543, -0.2182)
C (-1.1484, -1.4634, 2.9683)
C (-0.4722, -2.1917, 1.8607)
C (-0.1276, -3.5414, 1.8458)
C (0.4402, -3.7689, 0.6072)
C (0.9731, -5.0455, 0.0489)
N (0.4393, -2.6101, -0.0679)
N (-0.1189, -1.6275, 0.7029)
B (0.9361, -2.3682, -1.5204)
N (2.0403, -1.3218, -1.4860)
N (1.8516, -0.2432, -0.6780)
C (3.0354, 0.3728, -0.5689)
C (3.3737, 1.5495, 0.2805)
C (3.9799, -0.3218, -1.3381)
C (3.3180, -1.3947, -1.8890)
C (3.8289, -2.4911, -2.7615)
N (-0.2455, -1.8365, -2.3377)
N (-1.0557, -0.9263, -1.7400)
C (-2.1372, -0.7909, -2.5232)
C (-3.3612, 0.0076, -2.2158)
C (-1.9905, -1.6114, -3.6427)
C (-0.7838, -2.2654, -3.4841)
C (-0.1241, -3.2835, -4.3505)
H (-1.4183, -2.1710, 3.7503)
H (-2.0611, -0.9822, 2.6190)
H (-0.5024, -0.7031, 3.4066)
H (-0.2841, -4.2594, 2.6325)
H (0.8458, -5.8399, 0.7815)
H (2.0339, -4.9626, -0.1884)
H (0.4497, -5.3304, -0.8636)
H (1.3329, -3.3958, -1.9804)
H (2.8903, 1.5060, 1.2478)
H (3.0720, 2.4925, -0.1715)
H (4.4540, 1.5566, 0.4261)
H (5.0224, -0.0732, -1.4429)
H (4.8866, -2.3337, -2.9628)
H (3.3017, -2.5197, -3.7159)
H (3.7100, -3.4662, -2.2883)
H (-3.4505, 0.2357, -1.1600)
H (-4.2319, -0.5718, -2.5224)
H (-3.3790, 0.9447, -2.7768)
H (-2.6973, -1.7350, -4.4458)
H (-0.7288, -3.4582, -5.2379)
H (0.0008, -4.2302, -3.8244)
H (0.8635, -2.9490, -4.6692)
O (-3.7804, 3.1087, 0.8537)
C (-3.5110, 3.7503, -0.3045)
C (-4.2121, 4.8941, -0.6804)
C (-3.9171, 5.5388, -1.8666)
C (-2.9114, 5.0628, -2.7004)
C (-2.2061, 3.9375, -2.3236)
C (-2.4959, 3.2632, -1.1361)
C (-1.6900, 2.0734, -0.8094)
O (-2.0100, 1.2263, 0.0735)
O (-0.6092, 1.8370, -1.4478)
H (-4.4331, 3.6081, 1.3583)
H (-4.9917, 5.2731, -0.0291)
H (-4.4761, 6.4244, -2.1401)
H (-2.6778, 5.5710, -3.6253)
H (-1.4048, 3.5518, -2.9393)
Br (-4.4232, 4.0028, 5.1384)
C (-2.8698, 3.5447, 4.1450)
C (-1.8221, 4.4499, 4.0685)
C (-0.6985, 4.1121, 3.3329)
C (-0.6277, 2.8958, 2.6566)
C (-1.6919, 2.0185, 2.7465)
C (-2.8147, 2.3234, 3.5012)
C (0.6246, 2.6148, 1.8564)
O (1.6021, 3.3070, 2.0846)
O (0.6266, 1.7217, 0.9086)
H (-1.8835, 5.3993, 4.5822)
H (0.1432, 4.7875, 3.2677)
H (-1.6548, 1.0997, 2.1949)
H (-3.6442, 1.6321, 3.5657)

Spin multiplicity   2
Orbital gap (spin up / spin down)   9.14 / 7.68 eV
Total energy   -4522.36912 Ha
HOMO energy (spin up / spin down)   -8.6919 / -8.5829 eV



ORCA calculation (ωB97M-V/def2-TZVPD) on a structure of composition C29H31BCoF2N3O3S in a non-equilibrium geometry.

Geometry (Å):
Co (0.3100, 0.1126, -0.4214)
O (-0.6488, -1.7996, 0.2574)
N (0.2477, -2.7697, 0.7515)
N (1.5056, -2.3195, 0.6329)
O (1.8242, -1.1002, 0.1883)
C (2.5169, -3.1448, 1.0877)
C (2.2300, -4.4103, 1.6310)
C (3.2642, -5.1968, 2.1084)
C (4.5848, -4.7635, 2.0578)
C (4.8638, -3.5155, 1.5045)
C (3.8507, -2.7068, 1.0194)
H (1.2030, -4.7455, 1.6637)
H (3.0403, -6.1724, 2.5263)
H (5.3834, -5.3846, 2.4453)
H (5.8896, -3.1701, 1.4471)
H (4.0462, -1.7420, 0.5762)
O (-0.6667, 1.0340, 1.2735)
S (-0.3632, 0.7599, 2.7174)
C (-0.5020, 2.3814, 3.5796)
C (0.3015, 3.4817, 2.9650)
C (-0.0272, 3.9622, 1.6978)
C (0.7474, 4.9414, 1.0960)
C (1.8494, 5.4638, 1.7593)
C (2.1841, 4.9926, 3.0218)
C (1.4182, 3.9992, 3.6177)
C (1.4405, 0.5738, 2.7957)
C (1.9140, 0.1696, 4.1637)
C (2.9361, 0.8782, 4.7910)
C (3.3913, 0.5073, 6.0496)
C (2.8243, -0.5777, 6.7031)
C (1.8092, -1.2952, 6.0843)
C (1.3585, -0.9272, 4.8245)
H (-0.2122, 2.1686, 4.6111)
H (-1.5708, 2.5922, 3.5323)
H (-0.8684, 3.5310, 1.1687)
H (0.5056, 5.2759, 0.0937)
H (2.4541, 6.2286, 1.2864)
H (3.0511, 5.3874, 3.5384)
H (1.6855, 3.6191, 4.5986)
H (1.8712, 1.5185, 2.4605)
H (1.6536, -0.1797, 2.0251)
H (3.3840, 1.7242, 4.2791)
H (4.1924, 1.0658, 6.5185)
H (3.1786, -0.8686, 7.6849)
H (1.3741, -2.1535, 6.5811)
H (0.5824, -1.5073, 4.3364)
C (-1.9852, 4.0091, -3.0291)
N (-1.9780, 2.5983, -2.7094)
C (-2.2299, 2.3846, -1.2939)
C (-0.7792, 1.8886, -3.1874)
C (0.5409, 2.3229, -2.5733)
C (1.2198, 3.4002, -3.1509)
C (2.4143, 3.8694, -2.6168)
C (2.9345, 3.2412, -1.4925)
C (2.2567, 2.1659, -0.9277)
C (1.0453, 1.6633, -1.4352)
H (-2.9586, 4.4305, -2.7618)
H (-1.8343, 4.1457, -4.1032)
H (-1.2102, 4.5827, -2.4945)
H (-3.2522, 2.6960, -1.0574)
H (-1.5361, 2.9477, -0.6481)
H (-2.1246, 1.3271, -1.0533)
H (-0.7427, 2.0167, -4.2735)
H (-0.9366, 0.8306, -2.9768)
H (0.8180, 3.8684, -4.0463)
H (2.9327, 4.7048, -3.0756)
H (3.8734, 3.5799, -1.0628)
H (2.7127, 1.6815, -0.0638)
F (-1.9876, -1.1488, -1.5599)
B (-0.7420, -1.5524, -1.1291)
F (-0.0391, -2.2842, -2.0349)

Spin multiplicity   4
Orbital gap (spin up / spin down)   5.46 / 6.67 eV
Total energy   -3519.23075 Ha
Total charge   -1
HOMO energy (spin up / spin down)   -3.0994 / -4.3173 eV



ORCA calculation (ωB97M-V/def2-TZVPD) on a structure of composition C29H31ClN8O3RuS in a non-equilibrium geometry.

Geometry (Å):
Ru (-0.1610, -0.1287, 0.0497)
O (3.9198, -0.6991, 0.2442)
C (2.8726, -0.4497, 0.7953)
O (1.7681, -0.2419, 0.1161)
C (2.7758, -0.3363, 2.2842)
C (3.9918, -0.3702, 2.9706)
C (4.0458, -0.3133, 4.3467)
C (2.8629, -0.2226, 5.0686)
C (1.6512, -0.1799, 4.4075)
C (1.5885, -0.2339, 3.0112)
S (-0.0828, -0.1746, 2.4365)
H (4.8973, -0.4510, 2.3861)
H (4.9996, -0.3436, 4.8561)
H (2.8812, -0.1850, 6.1502)
H (0.7235, -0.1065, 4.9643)
N (-4.2886, 0.6689, -0.2098)
C (-3.3774, -0.2996, -0.2454)
N (-2.1845, 0.2556, -0.1477)
C (-2.4499, 1.6002, -0.0415)
N (-3.7199, 1.8800, -0.0788)
C (-1.3271, 2.5254, 0.0605)
C (-1.4297, 3.9022, 0.1840)
N (-0.3572, 4.6817, 0.2196)
C (0.8260, 4.0948, 0.1283)
C (0.9480, 2.7159, 0.0202)
N (-0.1296, 1.9363, -0.0041)
H (-5.2928, 0.5895, -0.2610)
H (-3.6006, -1.3480, -0.3592)
H (-2.4095, 4.3608, 0.2576)
H (1.6985, 4.7351, 0.1485)
H (1.9078, 2.2227, -0.0508)
C (0.1075, -5.0016, -3.2398)
C (1.3631, -5.7954, -2.8478)
C (1.4787, -6.9667, -3.8346)
C (2.5794, -4.8830, -3.0456)
C (1.2437, -6.3421, -1.3753)
O (-0.1037, -6.7180, -1.1006)
C (2.1023, -7.5969, -1.0735)
C (3.6431, -7.5450, -1.1068)
C (4.2785, -6.6861, -0.0350)
C (4.0446, -6.9448, 1.3136)
C (4.5958, -6.1492, 2.3055)
C (5.4027, -5.0785, 1.9510)
Cl (6.0894, -4.0748, 3.1866)
C (5.6750, -4.8151, 0.6207)
C (5.1158, -5.6246, -0.3608)
C (1.5779, -5.3049, -0.2908)
N (0.6442, -4.1897, -0.1356)
C (0.8512, -2.9267, -0.4649)
N (-0.1974, -2.2029, -0.0864)
C (-1.0201, -3.1134, 0.5191)
N (-0.5426, -4.3253, 0.5025)
H (0.1709, -4.7328, -4.2966)
H (0.0055, -4.0742, -2.6714)
H (-0.7989, -5.5851, -3.0902)
H (1.4324, -6.5861, -4.8560)
H (0.6572, -7.6792, -3.7173)
H (2.4209, -7.5044, -3.7275)
H (2.6757, -4.6409, -4.1060)
H (3.5081, -5.3533, -2.7325)
H (2.4819, -3.9367, -2.5101)
H (-0.3138, -7.5166, -1.5975)
H (1.7839, -8.3775, -1.7662)
H (1.7874, -7.9247, -0.0800)
H (3.9998, -7.2322, -2.0867)
H (3.9878, -8.5730, -0.9701)
H (3.4240, -7.7876, 1.6002)
H (4.4075, -6.3598, 3.3501)
H (6.3189, -3.9871, 0.3546)
H (5.3441, -5.4180, -1.4004)
H (2.5607, -4.8774, -0.4568)
H (1.5799, -5.8214, 0.6657)
H (1.7413, -2.5453, -0.9387)
H (-1.9546, -2.8535, 0.9878)

Spin multiplicity   2
Orbital gap (spin up / spin down)   6.33 / 6.10 eV
Total energy   -2740.57364 Ha
Relative energy (zero: lowest compared OMol25 entry of this formula, charge and spin)   0.0 kJ/mol
Total charge   +1
HOMO energy (spin up / spin down)   -10.5695 / -10.5458 eV